Record 1
{
  "formula": "Cl2FIZn",
  "method": "the ωB97M-V functional and the def2-TZVPD basis",
  "gap_ev": 7.3,
  "lumo_ha": 0.2021,
  "charge": -2,
  "relative_energy_kj_mol": 65.3,
  "e_homo_ha": -0.066,
  "e_tot_ha": -3097.462123,
  "multiplicity": 1,
  "elements": ["Zn", "I", "F", "Cl", "Cl"],
  "xyz": [[-0.311, -0.076, -0.210], [0.663, 1.245, -2.577], [0.103, 1.391, 1.105], [-2.112, -1.120, 1.076], [1.657, -1.440, 0.606]]
}


Record 2
{
  "formula": "Cl2FeH8O4",
  "method": "the ωB97M-V functional and the def2-TZVPD basis",
  "gap_ev": [3.3, 3.2],
  "lumo_ha": [-0.1874, -0.1970],
  "charge": 0,
  "relative_energy_kj_mol": 1007.8,
  "e_homo_ha": [-0.307, -0.313],
  "e_tot_ha": -2489.559486,
  "multiplicity": 5,
  "elements": ["Fe", "Cl", "Cl", "O", "H", "H", "O", "H", "H", "O", "H", "H", "O", "H", "H"],
  "xyz": [[0.077, -0.298, 0.213], [4.039, -0.126, 2.337], [-3.727, -0.378, -1.937], [-0.894, 3.600, 0.675], [-0.447, 4.199, 1.272], [-1.431, 4.168, 0.122], [1.876, 1.055, -2.926], [1.591, 0.853, -3.817], [2.491, 1.781, -3.030], [-1.743, -0.927, 3.466], [-2.697, -0.929, 3.541], [-1.431, -0.921, 4.371], [0.676, -3.771, -1.146], [0.967, -4.678, -1.047], [0.653, -3.629, -2.092]]
}


Record 3
{
  "formula": "Cl2H2O2P2",
  "method": "the ωB97M-V functional and the def2-TZVPD basis",
  "gap_ev": 9.9,
  "lumo_ha": -0.0185,
  "charge": 0,
  "relative_energy_kj_mol": 110.9,
  "e_homo_ha": -0.382,
  "e_tot_ha": -1754.828155,
  "multiplicity": 1,
  "elements": ["O", "O", "P", "P", "Cl", "Cl", "H", "H"],
  "xyz": [[-0.589, 1.289, 0.155], [-0.262, -0.829, -0.978], [0.831, -0.194, -0.122], [-1.773, 0.668, -0.488], [-2.549, -0.440, 1.061], [2.486, -1.291, -0.274], [0.478, -0.183, 1.133], [1.379, 0.981, -0.487]]
}